[1]
A molecular structure, C43H59Br2CsGeN3O7S2Si in a non-equilibrium geometry. Source: the Open Molecules 2025 dataset; level of theory: ωB97M-V with the def2-TZVPD basis set.

Cartesian coordinates (Å):
Cs: 0.85432 -0.81579 1.67890
Br: -3.61884 -4.44493 -0.94995
Br: -2.06243 -2.17004 -2.73252
Ge: -4.36257 4.29658 1.43824
S: 4.06603 -1.14030 0.58959
S: -1.27447 2.95457 1.72181
Si: 3.64006 0.09298 -0.94178
O: 2.23469 -3.75184 4.75985
O: -2.76039 4.01410 4.13473
O: 2.23985 -7.47637 2.35402
O: 3.74500 -0.53343 -2.47870
O: 0.06120 -3.53132 0.86152
O: 2.12615 0.82382 -0.71736
O: 4.56765 1.45769 -1.04184
N: -1.58557 3.60988 4.35580
N: 0.89874 -3.63251 2.88808
N: 2.41986 -5.48026 3.32371
C: 2.42658 -2.57698 -2.57643
C: -0.29328 -6.49658 1.40800
C: 1.76302 1.67804 -2.96176
C: 0.99720 -5.64049 1.31334
C: -0.81722 -6.67030 2.81395
C: -5.01588 3.25362 -2.70858
C: -5.59536 0.86706 3.49211
C: -4.88032 1.95488 3.01981
C: 1.55730 -5.69866 -0.11623
C: -0.15414 2.64791 6.01440
C: -4.91286 4.34791 -0.47394
C: -5.67637 4.42380 -3.21437
C: 1.97531 -6.28478 2.35549
C: -5.60300 5.37983 -1.03576
C: 6.60945 2.66284 -0.71974
C: -7.48821 1.49247 2.13817
C: 5.84092 1.72328 -2.99147
C: -3.68788 1.04103 -1.59600
C: 1.41935 1.77646 -1.51090
C: 0.58829 2.79498 3.77065
C: 0.58978 -4.21170 1.74018
C: 1.82082 -4.24277 3.71578
C: -4.86026 6.17903 2.23971
C: 3.47086 -1.57857 -4.60517
C: -4.64000 3.21564 -1.34645
C: -5.99084 5.43096 -2.38911
C: 2.94248 -5.15393 -0.13829
C: -3.96285 2.12084 -0.76872
C: 5.93730 1.51212 -1.43119
C: 6.69962 0.16185 -1.29457
C: -5.42290 2.82333 2.12725
C: 3.63753 -1.79466 -3.08700
C: 1.66241 3.25198 -0.99988
C: -4.69606 2.13546 -3.53280
C: -6.69244 2.52326 1.64406
C: -6.86949 0.57307 3.03652
C: 0.84708 2.42751 5.07816
C: -1.27559 3.26450 5.65621
C: 4.86043 -2.66976 -2.95133
C: -1.92368 -3.76890 -1.72040
C: -4.05121 1.05348 -2.91244
C: -0.70436 3.25700 3.35287
C: -0.05164 1.48283 -1.26224
H: -5.89718 6.22043 -0.38022
H: -7.43438 -0.20730 3.58205
H: -1.27606 -5.75440 3.12613
H: 0.84394 -5.22743 -0.82481
H: 4.35952 -1.06048 -5.05081
H: -6.00736 6.31002 2.23657
H: -4.55082 6.13401 3.25042
H: 1.58572 -6.77497 -0.36600
H: 6.16970 3.63349 -0.89124
H: 2.58308 -0.99890 -4.89329
H: 5.29793 2.64510 -3.21363
H: 1.37149 3.36392 0.03135
H: -4.41857 7.00143 1.72145
H: -3.26049 0.11681 -1.20520
H: 2.71557 3.57093 -1.09555
H: 1.03530 3.97517 -1.51999
H: -7.15323 3.25780 0.97934
H: -3.73317 0.16446 -3.53269
H: -1.51168 -7.50552 2.86773
H: 2.94854 -4.09556 0.07528
H: 2.44036 -3.63450 -2.93147
H: 3.33187 -5.12498 -1.13777
H: -2.04513 3.39653 6.38422
H: 7.71620 2.63706 -1.03980
H: 7.66370 0.17372 -1.74804
H: 1.60628 0.73018 -3.30967
H: -8.49228 1.39812 1.85773
H: 4.75646 -3.63926 -3.44857
H: -6.04923 4.43972 -4.20552
H: 1.79866 1.98448 5.39856
H: 2.80217 2.00428 -3.16785
H: 6.83941 1.73237 -3.48360
H: -6.59891 6.18175 -2.90127
H: 5.16972 0.93593 -3.46097
H: -0.27044 0.44335 -1.59718
H: 3.51874 -2.58749 -5.00522
H: 1.25220 2.61941 2.92965
H: -0.07931 2.32965 7.03379
H: -1.09208 -5.97602 0.82636
H: 2.48184 -2.60274 -1.46185
H: 6.58124 2.47182 0.40243
H: -0.72376 2.11077 -1.77728
H: 4.99146 -2.83608 -1.87771
H: -1.21117 -3.54861 -0.97794
H: 3.69928 -5.64240 0.53121
H: -3.85175 2.05638 3.41172
H: 6.09737 -0.60217 -1.80356
H: -0.31220 1.60503 -0.23457
H: 2.96141 -5.98892 4.03718
H: -5.17667 0.25975 4.27244
H: -3.70287 2.15880 0.27990
H: 0.04959 -7.48191 0.97790
H: 1.37366 -2.17345 -2.78512
H: 1.06843 2.26196 -3.59692
H: 6.84513 -0.22833 -0.31338
H: -4.82469 2.07056 -4.62572
H: -1.57173 -4.55402 -2.35870
H: -0.05604 -6.95757 3.53754
H: 5.77606 -2.13388 -3.34386

Output
Spin multiplicity: 2
Orbital gap (alpha / beta) in eV: 5.43 / 6.18
LUMO energy (alpha / beta) in eV: 3.509 / 3.509
⟨S²⟩: 0.753
Charge: -2
Strongest force on any atom in Eh/bohr: 0.06087
Highest occupied orbital energy (alpha / beta) in eV: -1.92 / -2.67

[2]
A molecular structure, C43H59BrN3O2P2Si4TcTe in a non-equilibrium geometry. Source: the Open Molecules 2025 dataset; level of theory: ωB97M-V with the def2-TZVPD basis set.

Cartesian coordinates (Å):
Te: -0.11352 -1.27338 -0.17921
Tc: -0.26803 1.00854 1.08044
Br: -3.22757 5.36220 -2.91621
P: 1.71604 1.89041 -0.10112
P: 1.84567 0.55600 2.42815
Si: -3.69757 -2.98386 -0.68387
Si: -1.98406 -1.28646 -3.98228
Si: -1.57878 -2.39521 -1.83703
Si: -0.45108 -4.43970 -2.38835
O: -0.04607 3.78900 2.48409
O: -2.45829 -0.68627 2.11396
N: 2.67021 1.52361 1.28667
N: -1.61365 0.22839 2.31897
N: -0.52937 2.50222 2.36986
C: 1.79776 6.44548 -0.65846
C: -1.17915 3.03812 4.71237
C: 1.56769 4.23295 -1.59231
C: -3.28900 -3.62015 1.04952
C: -1.54160 1.89207 -0.22850
C: 3.83922 1.91610 -1.84728
C: -3.43714 -0.01628 -3.90925
C: 2.02304 0.42314 5.22313
C: 4.42559 0.16893 -3.35231
C: -1.15758 2.13035 3.55266
C: -3.38172 3.41898 -0.73588
C: 2.56522 -1.07037 2.35594
C: 3.94461 -1.23102 2.24587
C: -0.51173 -0.37085 -4.69153
C: -4.67966 -1.34006 -0.45776
C: 3.70217 -3.62340 2.32383
C: -2.46887 -2.75291 -5.19163
C: -2.76544 2.53044 0.12079
C: 3.36089 2.83356 5.42045
C: 2.18255 0.98691 6.46735
C: -4.76351 -4.17593 -1.65523
C: 1.76491 -2.18523 2.60071
C: 2.17471 4.50095 0.76896
C: -1.16522 2.01326 -1.58921
C: 2.77544 2.23801 6.54720
C: 2.30264 0.16427 -2.28256
C: 2.07320 5.88386 0.61012
C: 4.72619 1.37595 -2.76707
C: 4.51165 -2.49245 2.14102
C: -2.89096 3.69334 -2.02100
C: -2.61677 0.28073 4.57365
C: 2.67031 1.24078 -1.50909
C: -1.78476 0.90275 3.50078
C: 1.82546 3.65595 -0.35340
C: -1.46769 -5.62179 -3.48675
C: 2.30730 -3.44543 2.53589
C: -1.78434 2.96549 -2.42502
C: 1.03748 -3.93409 -3.41737
C: 0.03437 -5.27332 -0.70824
C: 3.22855 2.23333 4.17795
C: 3.19515 -0.47274 -3.12935
C: 2.42152 1.09867 4.05847
C: 1.59759 5.62202 -1.75382
H: -3.48743 0.56112 -4.82117
H: -0.75915 -6.44773 -3.62072
H: -2.41932 -6.00833 -3.03430
H: -4.26943 -0.69752 0.28747
H: -4.26318 -3.87225 1.51498
H: -0.37375 0.62254 -4.20863
H: 5.69909 1.79755 -2.98562
H: 4.04819 2.91940 -1.42532
H: -3.06579 -2.29882 -6.00122
H: -2.05785 3.68964 4.64070
H: -5.40075 -3.62153 -2.36941
H: 1.53299 -3.03055 -3.05143
H: 1.66949 -4.28528 2.81043
H: 4.55797 -0.32809 2.24857
H: -1.65126 -5.28500 -4.49807
H: 1.71165 -4.80121 -3.43812
H: 3.62622 2.73596 3.28473
H: -2.63222 -4.53815 1.00822
H: -3.70057 0.62158 4.46565
H: -1.47032 3.15188 -3.43899
H: -1.17629 2.40548 5.57729
H: 1.47249 6.04034 -2.74678
H: -2.75501 -2.89392 1.67540
H: 0.71332 -2.08859 2.79791
H: -0.80880 -5.69505 -0.15614
H: -2.58186 -0.77774 4.35825
H: -2.18982 0.49838 5.55266
H: 1.56185 -0.55046 5.07960
H: -4.39355 -0.56597 -3.72958
H: -3.28889 0.60976 -3.03533
H: 5.16253 -0.30000 -3.99767
H: 3.03745 -1.39450 -3.67884
H: -3.13791 -3.46062 -4.71644
H: -0.61655 -0.19545 -5.77920
H: 4.09748 -4.62848 2.20079
H: 0.34485 -1.02761 -4.60370
H: 1.27347 -0.24004 -2.18546
H: -4.78476 -0.77664 -1.40285
H: -3.19433 2.36942 1.10930
H: -4.19415 -4.94724 -2.24384
H: -5.70820 -1.63629 -0.09662
H: -0.39065 1.36141 -1.98519
H: 2.29090 6.55595 1.42913
H: 5.58523 -2.63241 2.03132
H: 1.31649 3.62206 -2.44852
H: -0.28382 3.69752 4.64819
H: 1.81970 0.47654 7.33793
H: -1.53774 -3.23254 -5.60467
H: 0.44314 -4.49307 -0.01983
H: -4.23997 3.98625 -0.42609
H: -5.39044 -4.72024 -0.94198
H: 2.75715 2.71679 7.50999
H: 3.69723 1.57425 1.22118
H: 4.00553 3.68322 5.55556
H: 1.75681 7.51733 -0.85294
H: 2.61685 4.11730 1.67809
H: 0.72804 -3.74869 -4.44140
H: 0.49704 3.90934 1.68249
H: 0.76660 -6.07685 -0.93744

Output
Spin multiplicity: 4
Orbital gap (alpha / beta) in eV: 7.16 / 5.70
LUMO energy (alpha / beta) in eV: -2.796 / -4.344
⟨S²⟩: 3.852
Charge: +1
Strongest force on any atom in Eh/bohr: 0.06865
Highest occupied orbital energy (alpha / beta) in eV: -9.96 / -10.04